[1]
Below is a structure of composition C45H59O3ReS2Sb2Si2Te at a distorted geometry, with properties calculated with ωB97M-V/def2-TZVPD.

Calculated values
Expectation value of S²: 3.80
E_LUMO (spin up / spin down) (eV): -4.07 / -3.85
Net charge: +1
Multiplicity: 4
E (a.u.): -4177.72167

Last column: Mulliken spin population.
Positions of all 115 atoms, in Å:
Re1 11.41334 14.08425 12.83984  2.444
S1 12.40729 15.47311 14.31342  0.161
C1 10.96442 16.23680 14.96918  0.049
C2 11.10872 17.37639 15.76610  0.021
C3 10.03337 17.87010 16.49056  0.013
C4 8.80474 17.16686 16.43913  0.011
C5 8.63202 16.04736 15.65401  0.026
C6 9.67590 15.57326 14.85096  0.046
S2 9.32364 14.30435 13.69850  0.090
H1 12.07251 17.85588 15.82324  0.004
H2 10.14565 18.75499 17.08400  0.001
H3 7.97586 17.53026 17.03607  0.002
H4 7.67391 15.56078 15.70842  0.000
C7 10.36570 12.58894 16.89066  -0.005
C8 11.33485 12.92147 18.03089  0.005
C9 12.22925 14.15846 17.78103  0.003
Sb1 14.11492 14.23280 16.66444  0.003
C10 15.44745 14.48309 18.38627  0.010
C11 15.12282 13.98750 19.65928  0.000
C12 15.94177 14.12253 20.75498  0.001
C13 17.21028 14.73822 20.60099  0.000
C14 17.58823 15.17315 19.33022  0.001
C15 16.70460 15.09410 18.27120  -0.004
C16 15.26552 12.39302 15.88192  0.002
C17 15.09566 11.93558 14.56805  0.011
C18 15.87964 10.86906 14.05896  -0.004
C19 16.81600 10.27796 14.89491  0.001
C20 16.96904 10.72078 16.20352  -0.001
C21 16.22587 11.76604 16.69197  0.001
Sb2 11.25208 12.07396 14.93614  -0.022
C22 11.91566 10.13864 15.88744  -0.021
C23 12.91927 10.25020 16.85939  -0.004
C24 13.27416 9.22123 17.71982  -0.001
C25 12.53046 8.05837 17.66620  0.001
C26 11.55344 7.89950 16.69671  -0.001
C27 11.17758 8.97524 15.84633  -0.001
C28 9.92253 10.81628 13.66412  0.010
C29 8.52055 10.71295 13.88646  0.028
C30 7.76830 9.67628 13.30954  0.004
C31 8.40962 8.74423 12.54948  0.000
C32 9.74835 8.82999 12.26405  0.001
C33 10.51059 9.90943 12.81615  -0.010
H5 9.68799 13.42626 16.74050  -0.003
H6 9.75609 11.74456 17.18151  -0.002
H7 11.96807 12.05145 18.36198  0.000
H8 10.72425 13.20170 18.94226  -0.001
H9 12.44849 14.61760 18.74507  0.000
H10 11.67158 14.95695 17.25282  -0.003
H11 14.18845 13.41196 19.78117  0.001
H12 15.63937 13.61861 21.68690  0.000
H13 17.85695 14.90050 21.46413  0.000
H14 18.55911 15.60286 19.15297  0.000
H15 16.97102 15.47286 17.30081  0.000
H16 14.33091 12.33289 13.93441  0.001
H17 15.80620 10.55002 13.02845  0.000
H18 17.36414 9.38153 14.52642  0.000
H19 17.75969 10.33205 16.83613  0.000
H20 16.33642 12.04352 17.73148  0.000
H21 13.47838 11.17439 16.88861  0.004
H22 14.12246 9.35494 18.40197  0.000
H23 12.69362 7.20258 18.34145  0.000
H24 10.92582 7.01579 16.70402  0.000
H25 10.36874 8.85779 15.18784  0.000
H26 8.04963 11.50761 14.41473  -0.003
H27 6.69294 9.69621 13.40177  0.000
H28 7.82429 7.90472 12.15115  0.000
H29 10.31222 8.11821 11.63243  0.000
H30 11.54345 9.99177 12.48136  -0.005
C34 13.84854 14.37838 9.59123  -0.003
C35 13.53782 13.32952 10.59734  0.002
C36 14.50666 12.17881 10.61139  0.000
O1 13.42562 13.83622 11.94505  0.016
C37 12.13294 12.78221 10.30520  -0.005
O2 11.77228 12.34258 9.22646  0.020
O3 11.27569 12.84455 11.39004  0.151
H31 14.80104 14.80310 9.89538  0.001
H32 13.13041 15.18737 9.61153  0.000
H33 13.90736 13.99142 8.55722  0.000
H34 15.48066 12.46460 11.00649  0.001
H35 14.69664 11.81032 9.57481  0.001
H36 14.12892 11.37435 11.27721  -0.002
H37 14.01918 14.60985 12.11542  -0.007
C38 13.18979 20.44397 9.70843  0.000
Si1 11.51595 19.93546 10.48558  -0.001
C39 11.09028 20.74149 12.13695  0.000
C40 10.08895 20.36874 9.30715  0.000
C41 11.78761 18.03342 10.58155  -0.007
Te1 10.43769 16.40022 11.23850  -0.020
C42 9.56315 15.95424 9.33372  -0.002
Si2 7.71373 15.30238 9.12484  -0.006
C43 6.50719 15.93769 10.48118  0.003
C44 7.89642 13.45432 9.28379  -0.001
C45 7.12783 16.01178 7.45701  0.000
H38 13.19527 21.47348 9.35342  0.000
H39 13.43386 19.80532 8.85511  0.000
H40 13.97896 20.31186 10.44199  0.000
H41 11.29158 21.80472 12.07324  0.000
H42 11.74287 20.37874 12.92622  0.000
H43 10.05063 20.60139 12.40979  0.000
H44 9.99174 21.44446 9.18192  0.000
H45 9.16182 20.00716 9.73954  0.000
H46 10.21192 19.99099 8.27736  0.000
H47 12.66160 17.93856 11.27704  -0.001
H48 12.16778 17.73695 9.60592  0.000
H49 10.21016 15.20674 8.84709  -0.001
H50 9.67486 16.88065 8.77951  -0.001
H51 6.93566 15.70787 11.43961  0.001
H52 5.51718 15.43343 10.47975  0.000
H53 6.34901 16.99703 10.48284  0.000
H54 7.62148 13.18979 10.31528  0.000
H55 8.90829 13.10514 9.11660  0.000
H56 7.23805 12.88172 8.58908  0.000
H57 7.16487 17.07784 7.38978  0.000
H58 6.08625 15.75673 7.34341  0.000
H59 7.65233 15.60713 6.59335  0.000

***

[2]
Below is a structure of composition C45H60BN13O4S4SiTi at a distorted geometry, with properties calculated with ωB97M-V/def2-TZVPD.

Calculated values
Expectation value of S²: 2.03
E_LUMO (spin up / spin down) (eV): 4.04 / 4.04
Net charge: -2
Multiplicity: 3
E (a.u.): -5520.47746

Last column: Mulliken spin population.
Positions of all 129 atoms, in Å:
Ti1 0.57095 -0.21744 -0.00782  0.881
C1 -4.05456 -3.37161 -1.34690  0.000
C2 -3.96988 -2.99317 0.13910  0.002
C3 -4.05429 -1.48362 0.30959  0.001
C4 -2.73173 -3.61878 0.73416  -0.001
C5 -2.70412 -4.87986 1.36559  0.000
C6 -1.37237 -5.10796 1.61063  0.000
N1 -0.67592 -4.03935 1.16911  0.008
N2 -1.50639 -3.11241 0.64159  0.005
B1 0.86623 -4.05088 1.12264  -0.010
N3 1.39740 -3.66627 -0.28903  0.012
C7 1.91958 -4.63563 -1.05526  0.000
C8 2.36192 -4.09061 -2.22592  0.000
C9 2.06350 -2.72494 -2.12087  -0.001
N4 1.48959 -2.45544 -0.93125  0.022
C10 2.37015 -1.75451 -3.21875  -0.002
C11 3.78040 -1.18160 -3.04974  -0.003
C12 2.22281 -2.41726 -4.58919  -0.001
N5 1.61432 -3.32312 2.27581  0.004
C13 2.77527 -3.79974 2.77117  0.000
C14 3.11853 -3.03398 3.86208  0.000
C15 2.07530 -2.09179 3.96659  0.005
N6 1.18452 -2.27414 3.00088  0.008
C16 1.86065 -1.13381 5.10564  -0.001
C17 0.73469 -1.65836 6.00616  0.000
C18 1.56795 0.29413 4.65444  -0.003
H1 -4.91335 -2.88982 -1.82577  0.000
H2 -4.14996 -4.45299 -1.46814  0.000
H3 -3.14125 -3.06396 -1.86016  -0.001
H4 -4.82275 -3.44852 0.65193  0.000
H5 -3.17225 -0.99746 -0.11054  0.007
H6 -4.10849 -1.21143 1.36139  0.000
H7 -4.94413 -1.09330 -0.19428  0.000
H8 -3.53858 -5.52931 1.58177  0.000
H9 -0.86737 -5.96032 2.03620  0.000
H10 1.16657 -5.21031 1.27145  0.000
H11 1.92904 -5.65553 -0.71199  0.000
H12 2.80951 -4.60338 -3.06035  0.000
H13 1.66868 -0.93213 -3.16923  -0.001
H14 4.51316 -1.99041 -2.95101  0.000
H15 3.83541 -0.55381 -2.16176  0.003
H16 4.04272 -0.55944 -3.90963  0.000
H17 3.04601 -3.11209 -4.79109  0.000
H18 2.22438 -1.64739 -5.36412  0.001
H19 1.28266 -2.97153 -4.65063  0.000
H20 3.26097 -4.65118 2.31988  0.000
H21 3.98907 -3.12887 4.49279  0.000
H22 2.78851 -1.13281 5.68600  0.000
H23 -0.19687 -1.69290 5.43742  0.000
H24 0.59191 -1.00499 6.87282  0.000
H25 0.95711 -2.66763 6.35971  0.000
H26 0.66445 0.32925 4.04191  0.005
H27 2.38721 0.69243 4.05333  0.000
H28 1.42452 0.94811 5.51997  0.000
C19 4.05380 3.84758 3.06107  0.000
Si1 4.72836 3.12956 1.46571  0.002
C20 4.26249 4.18842 -0.00368  -0.003
C21 6.61663 3.20363 1.61676  0.000
C22 4.31563 1.31945 1.20329  -0.004
C23 5.27045 0.32852 1.14183  0.011
C24 4.90016 -0.98524 0.84303  -0.004
C25 3.58430 -1.25409 0.56639  0.054
N7 2.60828 -0.33119 0.62160  -0.077
C26 2.95763 0.93712 0.98567  0.090
S1 1.63676 1.98139 1.15492  -0.029
H29 4.45117 4.85448 3.22760  0.000
H30 4.32040 3.22584 3.92104  0.000
H31 2.96469 3.90683 3.01220  0.000
H32 4.53684 5.23505 0.16543  0.000
H33 3.18485 4.13301 -0.17155  0.003
H34 4.75692 3.83969 -0.91463  0.001
H35 6.94583 4.24027 1.74327  0.000
H36 7.10472 2.80484 0.72128  0.000
H37 6.97381 2.63239 2.48068  0.000
H38 6.31499 0.56856 1.31755  0.002
H39 5.62508 -1.78668 0.79774  0.000
H40 3.29547 -2.25518 0.29274  0.000
C27 -2.08169 4.85867 -2.92761  -0.014
C28 -1.37457 3.63553 -3.43104  0.345
C29 -1.54913 3.09209 -4.66790  -0.099
C30 -0.80450 1.95900 -5.04995  0.487
N8 0.11999 1.40839 -4.18122  -0.010
C31 0.30160 1.93978 -3.00868  0.015
S2 1.52746 1.36680 -1.92012  -0.001
N9 -0.41671 3.06002 -2.59989  0.232
C32 -0.96525 1.29387 -6.38267  -0.023
H41 -3.13256 4.83867 -3.22017  0.007
H42 -1.63556 5.76874 -3.34542  0.021
H43 -2.01790 4.92579 -1.84067  -0.004
H44 -2.26557 3.53353 -5.35262  -0.012
H45 -0.41127 3.27660 -1.61171  -0.058
H46 -1.49551 1.94743 -7.08064  0.005
H47 -1.53030 0.35288 -6.31246  0.031
H48 0.01370 1.04581 -6.80541  0.017
O1 -1.41571 0.99426 -0.99128  -0.001
C33 -1.51603 0.04420 -1.76792  -0.003
C34 -2.49415 -0.07039 -2.91510  0.047
C35 -1.95861 -1.30426 -3.62940  0.008
C36 -1.09641 -1.98799 -2.56136  0.016
O2 -0.78775 -3.15823 -2.60625  0.005
N10 -0.76238 -1.05202 -1.59728  -0.028
H49 -2.51369 0.84277 -3.50934  -0.018
H50 -3.48895 -0.23927 -2.49225  -0.007
H51 -1.27344 -1.01276 -4.42992  -0.004
H52 -2.70784 -1.98464 -4.02950  0.002
N11 -7.55075 2.53794 0.30470  0.000
C37 -6.21098 2.86603 0.58507  -0.001
C38 -5.90329 3.73453 1.63002  0.000
C39 -4.58500 4.08053 1.88400  0.000
C40 -3.57539 3.56716 1.08869  0.002
C41 -3.87013 2.71189 0.03326  -0.023
C42 -5.18466 2.36280 -0.21371  -0.005
S3 -1.86602 3.90413 1.45525  -0.002
O3 -1.40460 4.80024 0.41843  0.001
O4 -1.81530 4.40252 2.81354  0.000
N12 -1.13997 2.52142 1.22928  0.007
C43 -1.33921 1.42469 1.94591  0.032
S4 -2.33118 1.35952 3.41546  -0.001
C44 -1.98903 -0.32340 3.59111  -0.002
C45 -1.19668 -0.73506 2.59383  0.030
N13 -0.80524 0.21611 1.66434  -0.019
H53 -8.15794 2.60896 1.10540  0.000
H54 -7.65891 1.65087 -0.16041  0.000
H55 -6.70232 4.12204 2.25427  0.000
H56 -4.31610 4.72342 2.71354  0.000
H57 -3.05552 2.30185 -0.55941  0.035
H58 -5.42490 1.67886 -1.02127  -0.001
H59 -2.40173 -0.90185 4.40163  0.001
H60 -0.82306 -1.74087 2.48658  0.004